Record 1
Here is a 8-piece molecular cluster, C37H78FN2O14PS overall in a non-equilibrium geometry from the Open Molecules 2025 dataset. Energies are from ωB97M-V/def2-TZVPD.

Positions of all 134 atoms, in Å:
C1 4.8242 -1.7305 1.0516
C2 3.3825 -1.1826 1.6967
O1 2.8745 -0.1834 0.7457
C3 1.6083 0.4217 1.1815
C4 0.3790 -0.6282 1.4428
C5 -0.1433 -1.4434 0.1211
C6 -0.1026 -0.4922 -1.2121
C7 1.3405 -0.5857 -2.0525
O2 2.0400 0.5786 -2.1042
O3 0.9893 -2.3862 -0.1644
C8 0.6306 -3.7876 -0.4307
O4 1.4417 -4.8519 -0.3167
C9 -0.9603 -3.7088 -0.8177
F1 -1.3955 -5.1289 -0.5414
C10 -1.4300 -3.5387 -2.3787
C11 -0.2578 -3.8020 -3.4938
S1 -0.1220 -5.5825 -4.0705
C12 1.3779 -6.4464 -3.3515
N1 1.5670 -7.9387 -3.0841
N2 2.8026 -8.2643 -2.4954
C13 3.5509 -6.9487 -2.3512
O5 2.6728 -5.8985 -2.8918
C14 -1.3779 -2.5481 0.2894
C15 -1.2641 -3.2192 1.8175
C16 -2.1280 -2.3585 2.9477
C17 -1.3964 -2.7219 4.4072
C18 -1.1470 -4.3273 4.6278
O6 -2.0673 -5.2877 4.4027
O7 0.1994 -4.7143 5.1629
C19 0.9486 -5.4801 4.1541
C20 2.2606 -4.7131 3.5373
P1 -3.1846 -1.9388 0.2927
C21 -3.5520 -0.6455 -1.0585
C22 -4.2804 -3.4705 -0.1839
C23 -4.5371 -4.4989 1.0745
H1 5.7569 -1.2018 1.5485
H2 4.8957 -2.9010 1.0277
H3 4.8376 -1.3826 -0.0892
H4 2.7075 -2.1530 1.7907
H5 3.6118 -0.7591 2.7637
H6 1.3537 1.3081 0.4493
H7 1.8336 0.9382 2.2337
H8 -0.5464 0.0304 1.8110
H9 0.6771 -1.2937 2.3579
H10 -0.9328 -0.7068 -2.0081
H11 -0.2615 0.6427 -0.8774
H12 1.7184 -1.5463 -2.6032
H13 -1.9960 -2.5126 -2.6048
H14 -2.2587 -4.3774 -2.5675
H15 0.8126 -3.4394 -3.1915
H16 -0.5609 -3.1618 -4.4520
H17 4.6107 -6.7380 -1.9007
H18 -1.7114 -4.3149 1.8602
H19 -0.1602 -3.3001 2.1998
H20 -3.2397 -2.7411 3.0675
H21 -2.0278 -1.1987 2.8342
H22 -0.4065 -2.0970 4.5154
H23 -2.1510 -2.3389 5.2458
H24 1.2923 -6.4856 4.6817
H25 0.2295 -5.7182 3.2403
H26 1.8671 -3.8907 2.8018
H27 3.0113 -4.2929 4.3340
H28 2.8507 -5.5046 2.8682
H29 -2.8722 0.3100 -1.0234
H30 -3.5744 -1.0775 -2.1579
H31 -4.6622 -0.2550 -0.8578
H32 -3.8197 -4.1085 -1.0548
H33 -5.3132 -3.0454 -0.6037
H34 -4.7568 -3.9775 2.0989
H35 -3.6319 -5.2518 1.0988
H36 -5.4873 -5.1536 0.7742
C24 4.9332 2.2244 -2.4892
C25 5.5895 3.4085 -3.1682
O8 6.6881 2.9698 -3.9537
H37 5.6522 1.6991 -1.8520
H38 4.0868 2.5462 -1.8759
H39 4.5769 1.5014 -3.2303
H40 5.9635 4.1178 -2.4239
H41 4.8803 3.9314 -3.8173
H42 6.3441 2.3470 -4.6169
C26 -1.9729 4.1608 -1.8191
C27 -2.5348 3.5676 -0.5438
O9 -1.8728 2.3479 -0.2433
H43 -2.0942 3.4630 -2.6541
H44 -2.4760 5.0996 -2.0673
H45 -0.8996 4.3520 -1.7173
H46 -3.6026 3.3577 -0.6573
H47 -2.4057 4.2541 0.2986
H48 -0.9268 2.5465 -0.1361
C28 7.5121 -0.6095 -6.0657
C29 6.0512 -0.8422 -5.7406
O10 5.3218 0.3667 -5.8928
H49 7.9348 0.1582 -5.4094
H50 8.0892 -1.5311 -5.9488
H51 7.6277 -0.2490 -7.0931
H52 5.9384 -1.1811 -4.7065
H53 5.6178 -1.5994 -6.4012
H54 5.4215 0.6548 -6.8164
C30 -6.3091 6.4134 -1.0359
C31 -5.0048 5.8307 -1.5390
O11 -5.1835 4.4639 -1.8800
H55 -6.6648 5.8610 -0.1599
H56 -6.1872 7.4658 -0.7643
H57 -7.0891 6.3345 -1.8003
H58 -4.2343 5.8915 -0.7646
H59 -4.6492 6.3695 -2.4227
H60 -5.8635 4.4215 -2.5742
C32 -9.9883 6.0940 2.0319
C33 -8.5348 5.6690 2.0097
O12 -7.7896 6.5330 1.1643
H61 -10.4110 6.0722 1.0221
H62 -10.5776 5.4350 2.6758
H63 -10.0859 7.1221 2.3958
H64 -8.4398 4.6493 1.6249
H65 -8.1012 5.7006 3.0140
H66 -7.8734 7.4346 1.5195
C34 3.9195 6.2766 -0.6118
C35 2.8358 5.2231 -0.7101
O13 2.2880 5.2113 -2.0201
H67 3.5164 7.2666 -0.8490
H68 4.3490 6.3016 0.3937
H69 4.7196 6.0777 -1.3322
H70 2.0280 5.4378 -0.0041
H71 3.2339 4.2285 -0.4870
H72 3.0116 5.0115 -2.6386
C36 1.6300 -0.0284 7.4465
C37 2.2658 -0.0159 6.0718
O14 1.3338 0.4569 5.1105
H73 0.7410 -0.6674 7.4534
H74 2.3344 -0.3948 8.1986
H75 1.3019 0.9768 7.7306
H76 2.5723 -1.0256 5.7826
H77 3.1482 0.6311 6.0534
H78 1.0744 1.3572 5.3718

Summary:
- Multiplicity: 1
- Total charge: 0
- SMILES string: CCOCC[C@@]1(CC=O)OC(=O)[C@](F)(CCSc2nnco2)[C@]1(CCCC(=O)OCC)P(C)CC.CCO.CCO.CCO.CCO.CCO.CCO.CCO
- Total energy: -3458.15217 hartree
- Lowest unoccupied orbital energy: 0.09 eV
- Orbital gap: 8.43 eV
- HOMO: -0.307 Eh


Record 2
Here is a 2-piece molecular cluster, C9H18FO7P overall in a non-equilibrium geometry from the Open Molecules 2025 dataset. Energies are from ωB97M-V/def2-TZVPD.

Positions of all 36 atoms, in Å:
C1 2.0976 1.2879 1.8523
C2 1.1447 0.8775 2.9264
O1 0.8835 2.0972 3.4883
C3 1.2012 3.1012 2.6714
O2 0.9303 4.2648 2.9678
O3 1.6213 2.5644 1.5387
F1 2.0762 0.2273 3.6811
H1 2.1027 0.6506 0.9681
H2 3.0797 1.3358 2.3228
H3 0.2854 0.2304 2.7504
C4 -2.8442 -2.8557 -1.0978
C5 -3.0448 -1.3038 -1.0136
O4 -1.9180 -0.5600 -1.5302
P1 -0.5393 -0.4205 -0.6871
O5 -0.5991 -0.5123 0.7900
O6 0.5109 -1.4860 -1.4071
C6 1.6264 -2.0647 -0.6734
C7 1.2643 -3.5185 -0.1640
O7 0.0694 1.0453 -1.1527
C8 -0.4433 2.3434 -0.9885
C9 -0.1092 3.2669 -2.1593
H4 -1.8894 -3.0993 -0.6319
H5 -3.6820 -3.4382 -0.7145
H6 -2.8021 -3.1021 -2.1588
H7 -3.7268 -0.9044 -1.7642
H8 -3.3552 -0.8284 -0.0832
H9 2.4702 -1.9476 -1.3535
H10 1.7735 -1.3249 0.1134
H11 0.8494 -3.4969 0.8437
H12 0.5593 -4.0101 -0.8343
H13 2.1856 -4.1007 -0.1851
H14 -1.5034 2.3381 -0.7348
H15 0.0542 2.8558 -0.1650
H16 -0.5621 4.2463 -2.0051
H17 0.9452 3.3478 -2.4232
H18 -0.7118 2.8934 -2.9873

Summary:
- Expectation value of S²: 0.758
- Multiplicity: 2
- Total charge: +1
- Total energy: -1321.31640 hartree
- Lowest unoccupied orbital energy (alpha / beta): -2.67 / -10.01 eV
- Orbital gap (alpha / beta): 11.41 / 4.02 eV
- HOMO (alpha / beta): -0.518 / -0.516 Eh


Record 3
Here is a 2-piece molecular cluster, C28H52BrN5O9P overall in a non-equilibrium geometry from the Open Molecules 2025 dataset. Energies are from ωB97M-V/def2-TZVPD.

Positions of all 96 atoms, in Å:
C1 4.5845 -1.1300 2.0138
C2 4.9910 0.3488 2.0955
O1 3.9344 1.1636 2.5880
C3 3.2885 1.9482 1.6216
C4 2.4740 1.1549 0.6241
O2 1.2906 0.6191 1.2228
C5 0.7520 -0.4840 0.5603
C6 -0.2554 -0.1628 -0.5810
C7 -0.7929 1.2514 -0.4081
N1 -1.8067 1.5804 -1.4010
C8 -1.9594 3.0269 -1.5926
N2 -1.4062 -1.1294 -0.4424
C9 -1.8710 -1.2958 -1.7478
N3 -3.0704 -1.7518 -1.9824
O3 -3.9329 -1.9917 -0.9598
C10 -3.9916 -3.3915 -0.5674
C11 -5.2926 -4.0219 -1.0490
C12 -5.4231 -3.9709 -2.5686
O4 -5.3360 -5.3438 -0.5399
N4 -0.9905 -0.9542 -2.7146
P1 -1.3827 -0.4233 -4.3421
O5 -2.0523 -1.8729 -4.7503
Br1 -3.2946 0.7381 -4.2383
C13 0.2535 -0.5056 -1.9899
C14 1.1148 0.5181 -2.6902
C15 1.9239 -0.0111 -3.8792
C16 2.7413 1.1544 -4.4272
O6 3.3747 1.8515 -3.6728
N5 2.6857 1.3880 -5.8017
C17 2.1183 2.6023 -6.2961
C18 2.0281 3.7610 -5.5311
C19 1.4707 4.9063 -6.0850
C20 1.0068 4.9154 -7.3914
C21 1.0999 3.7551 -8.1513
C22 1.6540 2.6078 -7.6083
H1 5.2718 -1.7667 2.5660
H2 3.5771 -1.2338 2.4188
H3 4.5694 -1.4785 0.9782
H4 5.8252 0.4764 2.7864
H5 5.3233 0.7195 1.1208
H6 4.0178 2.5323 1.0431
H7 2.6444 2.6575 2.1417
H8 2.2057 1.8378 -0.1935
H9 3.0646 0.3413 0.1866
H10 1.5433 -1.1446 0.1806
H11 0.1912 -1.0465 1.3127
H12 0.0168 1.9762 -0.4847
H13 -1.1850 1.3327 0.6134
H14 -2.7005 1.2046 -1.1063
H15 -2.9095 3.2261 -2.0860
H16 -1.9630 3.5710 -0.6419
H17 -1.1511 3.3970 -2.2236
H18 -1.0207 -2.0406 -0.1789
H19 -3.4002 -1.8891 -2.9298
H20 -3.9247 -3.4055 0.5186
H21 -3.1406 -3.9254 -1.0011
H22 -6.1215 -3.4928 -0.5773
H23 -5.8495 -3.0241 -2.9012
H24 -4.4433 -4.0973 -3.0456
H25 -6.0538 -4.7897 -2.9115
H26 -4.7206 -5.8950 -1.0362
H27 -2.6471 -1.7812 -5.5096
H28 0.8504 -1.4222 -1.8778
H29 1.8512 0.8476 -1.9571
H30 0.5363 1.4076 -2.9588
H31 2.6307 -0.7619 -3.5118
H32 1.3066 -0.4763 -4.6460
H33 2.3179 0.5900 -6.3002
H34 2.4002 3.7884 -4.5175
H35 1.4179 5.8062 -5.4855
H36 0.5876 5.8123 -7.8254
H37 0.7531 3.7450 -9.1765
H38 1.7327 1.7089 -8.2102
C23 1.3502 1.3672 4.4716
O7 0.3905 0.4609 4.9813
C24 0.6517 -0.8736 4.6052
C25 0.0840 -1.8527 5.6087
O8 0.8475 -1.9724 6.7922
C26 0.7491 -0.9282 7.7492
C27 -0.5310 -0.9394 8.5507
O9 -1.6141 -0.4291 7.7931
C28 -2.8637 -0.8902 8.2530
H39 1.3205 1.3941 3.3811
H40 1.1060 2.3529 4.8664
H41 2.3590 1.0979 4.7983
H42 1.7324 -1.0419 4.5145
H43 0.1863 -1.0720 3.6255
H44 0.1240 -2.8444 5.1499
H45 -0.9620 -1.6208 5.8236
H46 0.9097 0.0497 7.2909
H47 1.5684 -1.1139 8.4463
H48 -0.3884 -0.3155 9.4436
H49 -0.7435 -1.9652 8.8752
H50 -2.9074 -1.9856 8.2511
H51 -3.6228 -0.5064 7.5740
H52 -3.0790 -0.5286 9.2648

Summary:
- Multiplicity: 1
- Total charge: +1
- Total energy: -4964.10148 hartree
- Lowest unoccupied orbital energy: -3.30 eV
- Orbital gap: 7.29 eV
- HOMO: -0.389 Eh


Q: Which of these has the highest multiplicity?
A: C9H18FO7P